(1)
ORCA calculation (wB97M-V/def2-TZVPD) on a single C3H4N2 molecule at a distorted geometry.

Structure (XYZ):
```
9
Properties=species:S:1:pos:R:3
H -1.4694 -1.9739 -0.2190
N -1.6075 -0.9805 -0.0037
C -0.6409 -0.2344 0.0648
C -0.0680 1.4619 0.6202
N 1.0618 1.1835 0.0546
C 0.8671 -0.2824 -0.3615
H -0.6454 2.3547 0.9521
H 1.4413 -0.9972 0.3582
H 1.0610 -0.5316 -1.4657
```

Properties
- multiplicity = 1
- highest occupied orbital energy (eV) = -9.1
- SMILES = [H]/N=C1/C=NC1
- HOMO-LUMO gap (eV) = 10.0437
- energy (eV) = -6152.308

Here are the Mulliken charges for atoms 1 to 2, given in e:
1. H 0.255
2. N -0.549


(2)
ORCA calculation (wB97M-V/def2-TZVPD) on a single C3H4N2 molecule at a distorted geometry.

Structure (XYZ):
```
9
Properties=species:S:1:pos:R:3
C -1.0083 -0.1444 -0.0596
C -0.1194 -1.2195 0.0001
N 1.1346 -0.7981 0.0898
N 1.0873 0.5422 -0.1234
C -0.1806 0.9619 0.0354
H -2.0796 -0.1675 -0.0428
H -0.3368 -2.2698 0.0339
H 1.9289 1.0899 -0.0303
H -0.4261 2.0055 0.0970
```

Properties
- multiplicity = 1
- highest occupied orbital energy (eV) = -9.2
- SMILES = c1cn[nH]c1
- HOMO-LUMO gap (eV) = 10.2995
- energy (eV) = -6155.134

Here are the Mulliken charges for atoms 1 to 2, given in e:
1. C -0.283
2. C -0.276


(3)
ORCA calculation (wB97M-V/def2-TZVPD) on a single C3H4N2 molecule at a distorted geometry.

Structure (XYZ):
```
9
Properties=species:S:1:pos:R:3
C 0.8096 -2.4678 0.6145
C 0.4490 -1.3278 0.3198
C -0.2178 -0.1019 -0.0191
N 0.1905 1.1116 0.2733
N -0.1373 2.0329 -0.5102
H 1.0346 -3.4467 1.1749
H -0.8432 -0.2353 -0.8992
H -0.2378 2.7243 0.1608
H -1.0477 1.7106 -1.1148
```

Properties
- multiplicity = 1
- highest occupied orbital energy (eV) = -8.5
- SMILES = C#C/C=N/N
- HOMO-LUMO gap (eV) = 9.1136
- energy (eV) = -6151.378

Here are the Mulliken charges for atoms 1 to 2, given in e:
1. C 0.112
2. C -0.403


Results for ΔE to the lowest compared entry with this formula, charge and spin: 82.8; 17.7; 104.3 (in kcal/mol, following the order of the records).
Results for LUMO energy: 0.033; 0.039; 0.021 (in hartree, following the order of the records).